The following is a DFT calculation (ωB97M-V with the def2-TZVPD basis set) of 2 unconnected molecules or ions with the total composition C21H37B3F3N4O12PS2 in a non-equilibrium geometry.

- Kohn-Sham gap: 6.87 eV
- Highest occupied orbital energy: -8.9 eV
- E_LUMO: -1.9915 eV

Cartesian coordinates (Å):
N  -5.012114  -0.002270  2.939658
C  -4.099883  -1.065217  2.925128
C  -3.915827  -1.957963  1.596976
C  -2.423225  -2.177235  0.973292
C  -1.580821  -3.451039  1.657869
B  -2.029226  -3.907758  3.152983
O  -1.014362  -3.756473  4.254683
O  -3.334327  -4.497611  3.552588
O  -2.774319  -2.806872  -0.351171
C  -2.710669  -1.917345  -1.470647
C  -1.111365  -1.442659  -1.678972
C  -0.492668  -2.820772  -2.397464
C  1.112013  -3.001925  -2.356741
F  1.680560  -3.600916  -1.126387
C  -1.204189  -0.266214  -2.808759
C  0.008289  -0.224186  -3.912259
O  -0.042207  -0.905428  -5.090691
O  1.245930  0.605354  -3.738500
N  -0.508830  -1.093873  -0.358380
B  0.669754  -0.104515  -0.389068
N  2.109409  -0.615914  -0.123051
O  0.593872  1.332392  -0.703898
C  -1.508389  -0.799163  0.788784
C  -2.363602  0.585288  0.554864
C  -2.466763  1.649394  1.779419
C  -1.437785  2.963510  1.631935
S  -2.042147  4.139857  0.257457
C  -1.096906  5.751544  0.280941
S  -2.036301  7.203849  0.148072
N  0.396607  5.943431  0.365395
C  1.018377  5.305802  1.585251
C  2.465619  6.093846  1.850259
O  3.123287  6.422992  0.566480
C  2.736769  5.492712  -0.505331
C  1.119432  5.605670  -0.918149
P  -0.301364  -0.501736  2.294673
O  -1.013411  -0.735558  3.712482
H  -5.480288  0.066766  2.008878
H  -3.554453  -1.259006  3.958299
H  -4.559466  -1.438223  0.732375
H  -4.489637  -2.991779  1.761097
H  -1.680895  -4.450519  1.004736
H  -0.411423  -3.268449  1.678101
H  -0.387065  -4.551294  4.135648
H  -3.255246  -5.001853  4.425351
H  -2.985864  -2.536276  -2.454416
H  -3.448113  -0.997024  -1.479227
H  -0.967347  -3.812535  -1.930254
H  -0.827109  -2.855269  -3.542959
H  1.429036  -3.679191  -3.276161
H  1.687202  -1.970952  -2.520777
H  -1.335746  0.824043  -2.404702
H  -2.191522  -0.478091  -3.448389
H  1.523945  0.870199  -4.685571
H  -0.026037  -1.987311  -0.035814
H  2.670842  0.190770  0.251623
H  2.098039  -1.427354  0.532532
H  1.321276  1.629192  -1.325650
H  -3.490177  0.371948  0.209738
H  -1.970562  1.238754  -0.368570
H  -2.499066  1.213771  2.862858
H  -3.537128  2.175981  1.660834
H  -0.352549  2.665636  1.322363
H  -1.498852  3.580441  2.626509
H  0.366431  5.453929  2.572583
H  1.276965  4.162035  1.468787
H  3.119167  5.454253  2.581799
H  2.270933  7.132457  2.404041
H  3.439179  5.720269  -1.441421
H  3.036382  4.410925  -0.146559
H  1.070898  6.546361  -1.650967
H  0.739343  4.638048  -1.456128
H  0.198206  0.846414  2.374798
H  0.781758  -1.495670  2.268324
B  4.697470  -3.903955  -1.443871
O  4.576693  -3.158600  -2.701473
C  5.810091  -3.040139  -3.211451
O  6.065406  -2.470202  -4.259943
C  6.759523  -3.679539  -2.341777
O  7.964800  -3.749366  -2.519890
O  6.124889  -4.201285  -1.283203
F  3.933907  -5.139817  -1.518981
F  4.226944  -3.091494  -0.332841

Force components x, y, z for each atom (eV/Å):
N 3.84 -4.79 -0.35
C -3.17 3.44 0.04
C -1.03 0.44 -0.07
C -0.66 -2.03 0.11
C 0.37 -0.28 -0.64
B -0.31 -0.54 3.31
O -0.86 -2.67 -2.76
O 3.30 0.55 -0.20
O 0.71 2.28 -0.16
C 0.47 0.33 -1.39
C -2.89 -1.69 -3.74
C 0.46 -1.06 0.37
C 1.27 0.41 -1.29
F -2.20 1.45 -2.11
C 0.13 0.85 -0.78
C 1.73 -2.50 -6.60
O -0.23 4.36 7.87
O -3.54 -1.13 -1.19
N 0.57 -1.03 0.57
B 5.18 2.65 -0.78
N -4.41 1.46 1.32
O -0.12 -2.94 -0.47
C -0.65 0.71 0.21
C -1.14 1.14 -1.27
C -1.14 1.95 -0.33
C 0.52 -0.47 0.70
S 0.70 0.34 0.57
C -0.14 2.82 0.28
S 1.92 -3.55 0.05
N -1.61 -1.95 0.29
C 1.34 0.17 1.03
C -1.15 0.53 0.46
O -1.50 -1.51 0.15
C 0.59 -0.76 -0.34
C 1.78 1.04 -0.24
P -2.78 -1.70 6.47
O 1.66 0.74 -4.76
H 0.54 -0.19 0.59
H -0.98 0.25 -2.54
H 1.48 -0.98 1.92
H 1.81 2.00 -0.31
H -0.13 2.49 1.01
H -2.32 -0.18 0.03
H -1.10 1.86 0.46
H 0.04 1.37 -1.63
H 0.68 1.26 2.32
H 1.41 -1.67 0.48
H 0.91 2.38 -0.66
H 0.81 0.51 2.57
H -0.60 1.22 2.24
H -1.17 -2.22 0.54
H 0.44 -2.15 -0.47
H 2.44 0.24 1.28
H -0.58 -1.09 1.90
H -0.61 0.81 -0.55
H -0.43 -1.43 -0.62
H 0.94 0.57 -1.15
H -1.01 -0.69 1.05
H 2.68 -0.02 1.01
H -0.36 -1.72 2.03
H 0.47 0.69 -2.14
H 2.24 -1.37 0.28
H -2.00 0.46 0.93
H 0.37 -1.37 -1.88
H 1.22 -0.27 -2.41
H -0.69 2.03 0.12
H -0.94 0.95 -1.64
H 0.34 -2.27 -1.41
H -1.73 -0.29 2.11
H -0.81 1.85 -0.76
H -0.29 -2.16 1.60
H 0.70 1.63 1.03
H 0.04 -0.78 -1.09
H -0.72 1.08 -0.71
B -1.60 -1.05 1.46
O 0.64 0.16 -0.29
C -2.35 2.22 -3.31
O -0.27 -0.71 1.36
C 3.66 -1.96 2.44
O -1.62 0.21 0.07
O 0.24 0.49 -0.79
F 0.83 1.51 0.17
F 0.37 -0.73 -0.97

Per-atom Löwdin charges, elementary charge units: atom 1 (N): 0.052, atom 2 (C): -0.152, atom 3 (C): -0.088, atom 4 (C): -0.276, atom 5 (C): 0.004, atom 6 (B): -0.446, atom 7 (O): 0.000, atom 8 (O): 0.045, atom 9 (O): -0.147, atom 10 (C): -0.132, atom 11 (C): -0.274, atom 12 (C): -0.077, atom 13 (C): -0.117, atom 14 (F): -0.106, atom 15 (C): -0.012, atom 16 (C): -0.228, atom 17 (O): -0.025, atom 18 (O): -0.019, atom 19 (N): 0.061, atom 20 (B): -0.556, atom 21 (N): 0.191, atom 22 (O): 0.038, atom 23 (C): -0.273, atom 24 (C): -0.135, atom 25 (C): -0.251, atom 26 (C): -0.459, atom 27 (S): 0.774, atom 28 (C): -0.981, atom 29 (S): 0.608, atom 30 (N): -0.241, atom 31 (C): -0.171, atom 32 (C): -0.152, atom 33 (O): -0.202, atom 34 (C): -0.171, atom 35 (C): -0.136, atom 36 (P): 0.904, atom 37 (O): -0.455, atom 38 (H): 0.030, atom 39 (H): 0.137, atom 40 (H): 0.129, atom 41 (H): 0.159, atom 42 (H): 0.162, atom 43 (H): 0.108, atom 44 (H): 0.130, atom 45 (H): 0.131, atom 46 (H): 0.170, atom 47 (H): 0.140, atom 48 (H): 0.155, atom 49 (H): 0.151, atom 50 (H): 0.163, atom 51 (H): 0.136, atom 52 (H): 0.133, atom 53 (H): 0.164, atom 54 (H): 0.154, atom 55 (H): 0.162, atom 56 (H): 0.118, atom 57 (H): 0.071, atom 58 (H): 0.128, atom 59 (H): 0.124, atom 60 (H): 0.115, atom 61 (H): 0.103, atom 62 (H): 0.122, atom 63 (H): 0.034, atom 64 (H): 0.101, atom 65 (H): 0.148, atom 66 (H): 0.108, atom 67 (H): 0.127, atom 68 (H): 0.144, atom 69 (H): 0.147, atom 70 (H): 0.120, atom 71 (H): 0.145, atom 72 (H): 0.118, atom 73 (H): 0.058, atom 74 (H): 0.063, atom 75 (B): -0.996, atom 76 (O): 0.196, atom 77 (C): -0.402, atom 78 (O): 0.130, atom 79 (C): -0.401, atom 80 (O): 0.135, atom 81 (O): 0.222, atom 82 (F): 0.064, atom 83 (F): 0.051